Density functional theory data (the ωB97M-V functional and the def2-TZVPD basis) for a structure of composition C11H9BCl6F2GeNO2SnTe in a non-equilibrium geometry.

Geometry as XYZ:
```
35
Properties=species:S:1:pos:R:3:forces:R:3:lowdin_charge:R:1
Sn -4.82432 -13.50118 3.14036 -0.416 1.502 1.067 0.9473
C -7.57376 -14.00014 6.99737 1.934 0.962 -1.211 -0.3446
Te -6.38741 -15.20882 5.46290 -2.702 0.183 1.148 1.1354
C -8.47764 -15.08038 4.61425 1.841 0.950 -1.733 -0.3627
C -9.41538 -15.04115 5.73386 -1.187 -0.754 1.481 -0.3023
C -10.70372 -15.63475 5.73613 0.943 0.397 0.621 -0.0396
C -11.52160 -15.63353 6.86385 -0.472 -1.415 0.415 -0.0938
C -11.00694 -15.17476 8.09849 -0.755 0.547 -0.846 -0.0781
C -9.76199 -14.51808 8.08169 -0.759 -0.459 -0.184 -0.0356
C -8.94900 -14.49647 6.93075 -1.373 -0.445 0.578 -0.3227
H -7.49614 -12.91764 6.69619 0.181 -1.035 0.336 0.0894
H -7.03575 -14.21096 7.90897 -0.205 0.263 0.384 0.0396
H -8.55193 -15.92121 3.93736 -0.368 -0.095 -0.121 0.0446
H -8.46098 -14.11406 4.01200 -0.074 -1.178 0.667 0.0901
H -10.99067 -16.29309 4.95138 -0.292 0.095 -0.999 0.0992
H -12.51669 -16.21153 6.76315 1.721 1.137 0.488 0.1287
H -11.63702 -15.29672 9.01119 0.813 0.381 -0.761 0.1112
H -9.46168 -13.99465 8.97614 0.409 -0.217 0.190 0.1071
Cl -6.52818 -14.92680 -1.37593 0.168 0.018 1.124 0.5436
C -7.36676 -15.06579 0.25203 -0.107 -0.135 -1.168 -1.4285
Cl -8.91663 -14.20882 -0.01708 0.532 -0.176 0.738 0.5782
Cl -7.68851 -16.79098 0.52003 0.061 0.320 0.234 0.5962
C -6.46040 -14.46680 1.40613 -1.159 0.378 -0.772 -0.7927
O -6.71804 -13.27620 1.75406 0.842 -2.290 -0.568 -0.1360
O -5.54908 -15.24252 1.86720 -0.691 1.755 -0.052 -0.1587
N -1.92288 -15.13991 4.24420 2.131 -1.148 0.636 0.1764
C -2.84169 -14.57079 3.85335 0.131 -0.444 -0.478 -0.1826
H -1.03093 -15.63431 4.47010 -1.625 0.920 -0.289 0.1487
Cl -5.21935 -10.23193 4.20379 0.433 -0.297 0.252 -0.0075
Ge -3.28156 -9.78177 5.24976 -0.397 1.099 -1.114 -0.1221
Cl -3.77972 -9.67474 7.32748 -0.126 -0.332 0.719 0.0139
Cl -1.88769 -11.39391 4.83578 0.066 -0.649 0.211 0.0439
F -2.97470 -11.37183 1.90457 0.330 0.414 -0.358 0.1267
B -3.53615 -12.51297 1.57510 -0.076 -0.449 -0.070 -0.7959
F -3.41264 -12.97607 0.34977 0.249 0.197 -0.564 0.1828
```
Forces are in eV/Å.

Calculated values
HOMO-LUMO gap (spin up / spin down)   6.31 / 3.14 eV
2S+1   2
Energy   -168026.2810 eV
HOMO level (spin up / spin down)   -6.97 / -6.21 eV
ΔE to the lowest compared entry with this formula, charge and spin   159.60 kJ/mol
Lowest unoccupied orbital energy (spin up / spin down)   -0.7 / -3.1 eV



Density functional theory data (the ωB97M-V functional and the def2-TZVPD basis) for the molecule C5H10FNO in a non-equilibrium geometry.

Geometry as XYZ:
```
18
Properties=species:S:1:pos:R:3:forces:R:3:lowdin_charge:R:1
C -2.39951 1.17240 -0.67760 2.199 -3.006 -1.476 -0.0694
C -2.60461 -0.13315 0.22242 -0.079 2.084 -1.357 -0.1721
O -1.30636 -0.44190 0.83888 -4.680 0.402 1.685 -0.1004
C -0.49981 -1.02514 0.02312 5.202 -0.278 -3.542 -0.1928
C 0.78938 -0.55264 0.04739 0.315 0.154 -0.204 -0.1798
F 1.69635 -0.92225 -0.95561 -1.552 -1.499 0.309 -0.0570
C 1.68693 0.37228 0.93978 -0.058 0.913 -1.263 -0.1508
N 2.64758 1.15573 -0.02534 -0.506 -1.680 0.147 -0.0396
H -1.77479 0.78639 -1.61586 -1.245 1.148 1.869 0.1148
H -3.22072 1.71979 -1.03345 -1.835 -0.105 -0.543 0.0385
H -1.85513 1.94778 -0.21146 1.149 0.443 0.952 0.0477
H -3.35550 0.09958 1.00544 0.715 -0.661 -0.287 0.1183
H -2.95634 -0.89992 -0.53675 0.484 0.303 1.485 0.1246
H -0.78959 -1.74349 -0.84024 0.120 1.198 1.715 0.1665
H 1.24713 1.03572 1.71562 -0.408 -0.306 -1.087 0.1070
H 2.30565 -0.28636 1.57077 0.182 0.113 -0.615 0.1032
H 3.02055 0.31119 -0.54982 -0.162 2.119 0.585 0.0622
H 2.19509 1.77212 -0.76805 0.158 -1.343 1.627 0.0791
```
Forces are in eV/Å.

Calculated values
SMILES string   CCO/C=C(/F)CN
HOMO-LUMO gap   9.34 eV
2S+1   1
Energy   -11599.0434 eV
HOMO level   -8.42 eV
ΔE to the lowest compared entry with this formula, charge and spin   271.36 kJ/mol
Lowest unoccupied orbital energy   0.9 eV



Density functional theory data (the ωB97M-V functional and the def2-TZVPD basis) for the ion C7H13N4S with charge +1 in a non-equilibrium geometry.

Geometry as XYZ:
```
25
Properties=species:S:1:pos:R:3:forces:R:3:lowdin_charge:R:1
C 0.27228 -3.17406 1.41131 -0.290 -0.038 2.607 -0.1134
C -0.12076 -1.74598 1.30488 -2.404 1.946 0.613 -0.6081
S 0.25305 -0.70060 2.83555 1.690 -1.015 -0.066 0.7261
C 0.43188 -1.02660 0.12834 0.338 1.055 -0.459 -0.2694
N 1.37776 -1.53186 -0.71513 -0.721 -2.230 1.821 0.1562
C 1.54549 -0.66555 -1.60883 2.948 1.549 -3.805 -0.1697
N 0.84338 0.47923 -1.44785 0.841 0.322 -0.696 -0.0540
C 0.83826 1.52202 -2.43676 1.341 -0.258 -1.913 -0.0137
C 0.17452 0.26536 -0.31780 -1.990 -0.342 1.140 -0.2127
N -0.75976 1.11883 0.32571 0.688 1.098 -2.827 0.1717
C -1.45637 2.15306 -0.10483 -0.070 -2.040 -0.599 -0.0924
N -2.25711 2.86411 0.66241 -0.510 0.336 0.221 0.1878
H 1.10984 -3.31369 2.09543 0.341 0.104 -0.433 0.0852
H -0.51061 -3.72999 1.89707 -0.510 -0.183 0.201 0.0845
H 0.43436 -3.62409 0.49989 0.629 -0.814 -2.097 0.0559
H -1.31705 -1.61958 1.30220 2.476 -0.411 -0.131 0.1481
H 1.68128 -0.92585 2.90257 -2.088 0.394 -0.304 -0.0420
H 2.31541 -0.67384 -2.44091 -1.175 -0.333 1.098 0.1655
H -0.02336 1.42700 -3.09365 -0.120 0.076 -0.038 0.0985
H 0.94451 2.53439 -2.10924 -0.189 0.496 0.886 0.0862
H 1.76519 1.39464 -3.09275 -1.296 -0.108 0.864 0.1268
H -0.81020 0.68188 1.17806 -0.776 -0.123 3.616 0.0338
H -1.44308 2.21070 -1.19148 -0.142 0.848 0.217 0.1556
H -3.10325 3.37318 0.36209 1.138 -0.370 -0.185 0.1599
H -2.18568 2.70729 1.65370 -0.147 0.040 0.267 0.1337
```
Forces are in eV/Å.

Calculated values
SMILES string   C[C@@H](S)c1ncn(C)c1/[NH+]=C/N
HOMO-LUMO gap   7.92 eV
2S+1   1
Energy   -24258.0161 eV
Charge   +1
HOMO level   -11.85 eV
ΔE to the lowest compared entry with this formula, charge and spin   113.61 kJ/mol
Lowest unoccupied orbital energy   -3.9 eV



Density functional theory data (the ωB97M-V functional and the def2-TZVPD basis) for a cluster of 14 separate species, C34H96O28 in total in a non-equilibrium geometry.

Geometry as XYZ:
```
158
Properties=species:S:1:pos:R:3:forces:R:3:lowdin_charge:R:1
C 4.69494 -0.40803 -1.48236 0.058 -0.356 -0.526 -0.2479
C 5.97445 -1.03192 -0.89656 0.019 1.777 -0.261 -0.2098
O 6.04194 -0.75126 0.51231 0.281 0.276 -0.750 -0.0754
O 4.67365 1.01967 -1.52059 0.445 -0.608 1.365 -0.1065
H 3.87261 -0.76723 -0.87026 -0.441 -0.042 0.113 0.0818
H 4.52766 -0.80045 -2.51805 0.198 0.444 0.628 0.1299
H 6.81332 -0.49288 -1.41012 -0.364 -0.678 0.586 0.1297
H 6.01123 -2.09720 -1.10978 0.053 -0.166 0.035 0.1090
H 5.81169 -1.54982 0.98720 -0.064 -0.500 -0.035 0.0337
H 4.54663 1.31015 -0.56936 -0.112 -0.199 -1.236 0.0766
C 1.87513 -3.41443 -3.61434 0.259 0.420 0.533 -0.2187
C 0.38091 -3.54160 -3.45138 0.899 -1.699 0.780 -0.1997
O 0.04401 -4.90989 -3.91006 -0.348 1.578 -0.025 -0.0776
O 2.56195 -4.56068 -3.05149 -1.073 0.164 -1.220 -0.0746
H 2.23076 -2.54842 -3.06174 -0.070 0.175 -0.023 0.1042
H 2.06967 -3.24846 -4.67291 0.540 -0.378 -0.146 0.1213
H -0.08578 -2.75352 -4.02517 -0.501 0.023 0.003 0.1216
H 0.18741 -3.48795 -2.36877 -0.425 0.115 -0.474 0.0982
H -0.86842 -4.86283 -4.22945 0.296 -0.224 0.097 0.0836
H 2.11910 -5.24738 -3.58929 0.562 -0.319 0.681 0.0915
C 0.63927 -0.73709 -0.07436 -1.633 0.189 -1.053 -0.1452
C -0.23750 0.53417 0.23698 2.437 0.506 -1.485 -0.0953
O 0.62896 1.77132 0.08043 -1.303 -1.674 -0.050 -0.1217
O 0.79229 -0.99950 -1.51421 1.023 0.863 1.105 -0.1030
H 0.16438 -1.62187 0.34898 -0.137 0.042 0.179 0.0938
H 1.61225 -0.63716 0.37499 0.402 0.198 -0.098 0.0897
H -0.59553 0.55649 1.24949 -0.038 -0.034 0.360 0.0758
H -1.07294 0.57479 -0.48379 0.207 0.141 0.347 0.1136
H 0.85722 1.77677 -0.86963 0.054 0.044 0.017 0.0393
H -0.02482 -1.37465 -1.86654 -0.538 -0.138 0.406 0.0194
C -2.36440 -0.93403 3.03182 -0.241 0.922 -0.480 -0.2515
C -2.28105 -1.49727 4.39454 -0.525 -0.791 0.862 -0.2253
O -3.51885 -1.29196 5.12394 0.788 -0.103 -0.441 -0.0537
O -3.26494 -1.63752 2.18203 0.206 0.124 0.299 -0.0535
H -1.40606 -0.92060 2.54658 0.490 -0.158 -0.160 0.0956
H -2.69884 0.09898 3.16526 0.030 0.289 -0.291 0.1079
H -1.41041 -1.15095 4.95806 -0.096 0.231 -0.086 0.1298
H -2.19647 -2.56347 4.29470 0.156 -0.684 0.109 0.0973
H -3.41190 -0.44326 5.55120 -0.285 0.318 0.228 0.0800
H -4.08958 -1.62840 2.67108 -0.479 -0.183 -0.020 0.0824
C 2.20177 -3.99820 3.85736 -0.887 -1.263 0.531 -0.2446
C 0.99681 -3.08004 3.95655 -0.686 -0.920 -1.204 -0.2073
O 0.77598 -2.43138 2.70389 -0.059 0.114 1.141 -0.1326
O 3.41731 -3.30858 3.77397 0.638 0.448 0.633 -0.0590
H 2.18044 -4.65825 2.96917 -0.366 0.379 0.320 0.1249
H 2.12319 -4.67213 4.74400 0.529 0.270 -0.386 0.1326
H 1.16147 -2.32248 4.70326 0.087 0.367 0.404 0.1171
H 0.09378 -3.69230 4.25575 0.785 0.564 -0.230 0.1317
H 0.34037 -3.08989 2.11393 -0.099 0.167 -0.262 0.0236
H 3.61772 -2.98357 4.66441 0.116 0.068 -0.372 0.1131
C 4.36799 -4.29604 0.80605 -0.808 0.118 -2.355 -0.2409
C 3.07834 -3.54402 0.34016 0.235 -0.570 0.743 -0.1665
O 2.11432 -4.49848 -0.12718 0.007 -0.059 -0.170 -0.0863
O 5.25889 -3.45777 1.43880 0.873 1.082 1.456 -0.0693
H 4.94649 -4.55720 -0.08970 -0.390 -0.458 -0.030 0.1247
H 4.06613 -5.24174 1.28875 0.226 0.489 0.386 0.1273
H 3.24839 -2.71273 -0.38739 -0.028 -0.750 0.563 0.1233
H 2.62851 -3.17072 1.27245 0.107 0.463 -0.447 0.0942
H 2.20306 -4.71651 -1.07251 0.293 0.311 -0.076 0.0846
H 4.94939 -3.10831 2.29324 -0.405 -0.596 -0.255 0.0813
C 3.48168 0.06999 2.51512 -0.306 0.384 -0.274 -0.2540
C 3.77973 1.51320 2.17269 0.302 -0.033 0.217 -0.1927
O 3.45540 1.90546 0.81875 0.041 -0.548 1.123 -0.0912
O 2.09908 -0.09114 2.74541 -0.141 -0.019 0.351 -0.0729
H 4.11335 -0.22259 3.36224 -0.181 -0.030 0.205 0.1202
H 3.76823 -0.51811 1.66887 0.447 -0.589 -0.638 0.0853
H 4.84182 1.66251 2.43667 -0.283 0.259 -0.894 0.1292
H 3.21959 2.13245 2.85791 -0.294 0.341 0.307 0.1108
H 2.47776 1.81266 0.74571 0.325 0.019 -0.187 0.0638
H 1.84037 -1.03059 2.66783 -0.012 0.344 -0.062 0.0327
C -2.09627 1.05188 -4.02919 -0.166 1.379 0.653 -0.1755
C -3.37822 0.30982 -3.71422 0.235 1.037 -1.299 -0.2281
O -3.52132 0.01306 -2.37366 -0.191 -1.118 1.172 -0.0916
O -2.08561 2.38229 -3.38263 0.536 -1.728 -0.390 -0.0783
H -1.97114 1.19973 -5.10957 -0.088 -0.208 0.160 0.1244
H -1.25144 0.45997 -3.63456 -0.217 0.226 -0.237 0.1150
H -3.20413 -0.62571 -4.19496 -0.337 -1.011 -0.508 0.1157
H -4.29292 0.76028 -4.15406 0.527 0.024 0.336 0.1442
H -3.52252 0.71994 -1.72432 -0.072 0.996 0.224 0.0673
H -1.19003 2.37755 -3.01655 -0.068 0.623 0.137 0.0555
C 2.45516 1.97313 -3.45048 -0.403 1.036 0.372 -0.2046
C 2.26914 1.81498 -4.93012 0.195 0.983 -0.208 -0.2582
O 1.85482 0.50794 -5.17691 0.092 -1.362 -0.023 -0.0574
O 1.28647 1.50074 -2.77332 0.152 -0.145 0.156 -0.0891
H 2.53594 3.04738 -3.19696 0.025 -0.398 -0.249 0.1226
H 3.35329 1.49445 -3.06744 -0.083 -0.190 -0.090 0.0957
H 3.21623 2.08385 -5.42192 -0.120 -0.165 -0.076 0.1271
H 1.48471 2.47843 -5.29652 0.004 0.404 0.079 0.1195
H 1.81898 0.34234 -6.11822 0.015 0.020 -0.188 0.0875
H 1.34884 0.53160 -2.79742 -0.327 0.051 0.361 0.0629
C -2.18772 -4.91642 1.92123 -0.104 -1.316 0.772 -0.2056
C -0.91959 -5.18082 1.15223 -0.047 -0.093 -1.054 -0.2072
O -0.21682 -3.95241 0.93464 0.406 -0.922 -0.347 -0.1344
O -2.70833 -6.20624 2.36485 -0.729 0.832 -0.206 -0.0811
H -2.94408 -4.40711 1.33912 0.008 0.393 -0.123 0.1062
H -1.92330 -4.36533 2.82254 -0.101 0.494 -0.074 0.1008
H -1.11058 -5.69681 0.18682 -0.187 0.436 0.316 0.1359
H -0.29295 -5.87083 1.68564 0.293 -0.382 0.660 0.1188
H 0.67505 -4.20949 0.52599 -0.774 0.350 0.021 0.0671
H -3.64416 -6.05382 2.63087 1.081 -0.246 -0.282 0.0996
C -2.31512 -2.84834 -1.15129 -0.060 -0.543 -0.097 -0.2030
C -3.57431 -3.47188 -1.73788 1.426 -0.513 -1.049 -0.2579
O -4.57946 -2.54910 -1.95197 -1.093 1.011 0.238 -0.0653
O -1.68110 -1.90930 -2.03611 -0.718 -0.067 0.301 -0.1067
H -1.59964 -3.63911 -0.93380 0.100 0.080 -0.107 0.0939
H -2.56346 -2.37982 -0.20422 -0.004 0.285 0.286 0.1116
H -3.91020 -4.31553 -1.10465 -0.035 0.485 -0.091 0.1220
H -3.28943 -3.91342 -2.73299 -0.100 0.063 0.655 0.1244
H -4.24942 -1.62232 -1.96670 -0.097 -0.718 -0.116 0.0525
H -2.22738 -1.09436 -1.99767 0.154 -0.224 -0.229 0.0535
C 0.38004 5.26614 -1.44798 -2.096 -0.106 -0.182 -0.1502
O 1.70650 5.24436 -1.73638 1.985 -0.007 -0.536 -0.1729
C 2.53459 4.57337 -0.78259 -0.885 1.434 0.552 -0.1844
C 3.96165 4.97171 -0.97832 0.506 0.879 -1.283 -0.1832
O 4.29470 6.28783 -0.49181 -1.081 -0.725 0.307 -0.1788
C 5.61574 6.71042 -0.71878 -0.159 -0.731 -0.898 -0.1219
H -0.14481 5.91782 -2.17857 0.426 -0.356 0.288 0.1018
H 0.14547 5.67330 -0.45224 0.204 -0.086 -0.032 0.0759
H -0.07391 4.25562 -1.53418 0.029 0.267 0.223 0.0874
H 2.42498 3.49145 -0.83460 0.023 -0.075 -0.128 0.0954
H 2.20244 4.92848 0.20391 0.104 -0.350 0.150 0.1385
H 4.15086 4.93932 -2.06699 0.082 0.031 0.155 0.1352
H 4.56319 4.20318 -0.53935 0.710 -0.377 0.599 0.1102
H 6.31995 5.92414 -0.42996 0.186 0.159 0.269 0.0839
H 5.77062 7.63186 -0.16775 0.064 -0.032 0.117 0.0837
H 5.78929 6.89434 -1.79643 -0.061 0.078 0.252 0.0886
C -4.50298 2.79374 -0.97822 -0.091 1.192 0.155 -0.0874
O -3.81518 1.80932 -0.22517 -1.151 -0.869 0.671 -0.2151
C -4.61657 1.34749 0.88498 -1.049 -1.517 -0.469 -0.1325
C -5.70667 0.24249 0.55403 0.552 -0.103 -0.828 -0.1718
O -6.81453 0.79592 -0.19965 0.549 -0.802 0.758 -0.2145
C -7.82867 -0.19185 -0.45368 0.537 0.451 -0.455 -0.0940
H -5.51913 2.49335 -1.30880 0.654 0.015 0.255 0.1003
H -3.85984 3.04765 -1.81927 -0.108 -0.143 -0.155 0.0762
H -4.55211 3.70092 -0.34159 -0.338 -0.263 -0.337 0.0921
H -5.20998 2.11143 1.38151 0.410 0.761 -0.166 0.1245
H -3.91750 0.91949 1.59904 -0.008 -0.046 -0.024 0.0934
H -6.10625 -0.24236 1.46277 0.183 0.616 0.209 0.1179
H -5.25155 -0.62830 0.02344 -0.134 0.661 -0.133 0.1130
H -8.13460 -0.73841 0.44712 0.064 0.256 0.074 0.0827
H -7.45525 -0.93531 -1.18229 -0.207 0.270 0.171 0.0902
H -8.67692 0.37393 -0.86515 0.228 -0.402 0.111 0.0907
C -4.41900 5.92518 2.65309 0.079 -0.820 1.245 -0.0983
O -3.36013 4.97578 2.61144 -0.874 0.525 0.816 -0.1857
C -2.32369 5.35949 1.77188 -0.087 0.218 0.123 -0.2326
C -1.30093 4.27191 1.80702 -0.672 -1.419 -1.215 -0.2196
O -0.88191 4.04544 3.10922 -0.046 1.557 0.522 -0.1482
C -0.27326 2.82378 3.27584 0.833 -0.259 -0.040 -0.1087
H -4.10532 6.97363 2.81343 0.114 -0.458 -0.213 0.0965
H -5.02949 5.60482 3.51218 0.119 0.340 -0.230 0.0917
H -5.03805 5.80941 1.78305 -0.306 0.315 -0.750 0.0706
H -1.86799 6.29768 2.10151 0.031 0.192 0.160 0.1315
H -2.76799 5.53899 0.79324 0.480 -0.117 -0.619 0.1236
H -0.50466 4.51600 1.10884 0.491 -0.013 0.103 0.0961
H -1.73798 3.30572 1.42749 0.036 0.737 0.028 0.1344
H 0.59774 2.70645 2.61772 0.021 -0.102 0.123 0.0852
H -0.97923 2.04891 3.04252 -0.430 -0.837 -0.163 0.0644
H 0.01905 2.73861 4.31539 0.160 -0.056 0.151 0.0953
```
Forces are in eV/Å.

Calculated values
HOMO-LUMO gap   9.46 eV
2S+1   1
Energy   -94137.2342 eV
HOMO level   -9.21 eV
Lowest unoccupied orbital energy   0.3 eV



> 2S+1 of number 3 (C7H13N4S)?

1